No. 1
Formula: C3H3Br3O
Source: the Open Molecules 2025 dataset
Level of theory: ωB97M-V/def2-TZVPD

Computed properties:
- HOMO level (spin up / spin down): -0.36294 / -0.26602 hartree
- Orbital gap (spin up / spin down): 10.08 / 3.48 eV

```
! RIJCOSX wB97M-V def2-TZVPD def2/J DEFGRID3
* xyz 0 1
C -1.77 1.03 -1.85
C 0.82 -0.98 1.34
C -0.05 0.00 1.13
O -2.60 0.81 -2.61
Br 3.24 -1.57 -0.82
Br -1.88 -0.19 0.67
Br 0.55 1.79 0.88
H -0.88 1.80 -1.81
H 0.80 -2.09 1.40
H 1.77 -0.61 1.68
*
```



No. 2
Formula: C3H3BrCl2
Source: the Open Molecules 2025 dataset
Level of theory: ωB97M-V/def2-TZVPD

Computed properties:
- HOMO level: -0.36641 hartree
- Structure (SMILES): Cl[C@H]1C[C@]1(Cl)Br
- Orbital gap: 10.59 eV

```
! RIJCOSX wB97M-V def2-TZVPD def2/J DEFGRID3
* xyz 0 1
Cl -1.83 -0.19 -1.37
C -0.80 -0.24 0.05
C 0.60 -0.81 0.07
C 0.41 0.74 0.02
Cl 0.59 1.80 -1.33
Br 0.69 1.67 1.73
H -1.56 -0.44 0.81
H 0.98 -1.31 0.87
H 0.92 -1.21 -0.86
*
```



No. 3
Formula: C3H3BrCl2
Source: the Open Molecules 2025 dataset
Level of theory: ωB97M-V/def2-TZVPD

Computed properties:
- HOMO level: -0.37654 hartree
- Structure (SMILES): Cl[C@H]1C[C@]1(Cl)Br
- Orbital gap: 8.99 eV

```
! RIJCOSX wB97M-V def2-TZVPD def2/J DEFGRID3
* xyz 0 1
Cl 0.93 -2.15 1.07
C -0.10 -0.79 0.85
C -0.07 -0.09 -0.50
C -1.16 -0.98 -0.12
Cl -1.61 -2.43 -0.99
Br -3.13 0.28 0.43
H -0.37 -0.11 1.79
H -0.28 0.89 -0.41
H 0.66 -0.64 -1.26
*
```



No. 4
Formula: C3H3BrClI
Source: the Open Molecules 2025 dataset
Level of theory: ωB97M-V/def2-TZVPD

Computed properties:
- HOMO level (spin up / spin down): -0.30391 / -0.30927 hartree
- Structure (SMILES): C/C(Cl)=C(/Br)I
- Orbital gap (spin up / spin down): 7.96 / 7.96 eV

```
! RIJCOSX wB97M-V def2-TZVPD def2/J DEFGRID3
* xyz 0 1
C -0.96 -0.98 -0.12
C -0.37 0.39 -0.24
Cl -1.20 1.89 -0.01
C 1.32 0.76 0.23
Br 1.84 2.61 0.17
I 2.84 -0.75 0.27
H -0.95 -1.28 0.95
H -0.44 -1.77 -0.79
H -2.09 -0.86 -0.47
*
```



No. 5
Formula: C3H3BrClI
Source: the Open Molecules 2025 dataset
Level of theory: ωB97M-V/def2-TZVPD

Computed properties:
- HOMO level (spin up / spin down): -0.30385 / -0.31016 hartree
- Orbital gap (spin up / spin down): 7.61 / 7.28 eV

```
! RIJCOSX wB97M-V def2-TZVPD def2/J DEFGRID3
* xyz 0 1
C 0.38 0.35 -0.55
C -0.40 0.93 1.34
C -0.01 -1.05 -0.81
Cl 0.20 1.50 -1.72
Br -0.15 2.76 1.49
I 0.28 -0.24 2.91
H 0.69 -1.50 -1.51
H -1.01 -1.12 -1.26
H 0.01 -1.62 0.12
*
```



No. 6
Formula: C3H3BrClO2
Source: the Open Molecules 2025 dataset
Level of theory: ωB97M-V/def2-TZVPD

Computed properties:
- HOMO level: -0.13012 hartree
- Orbital gap: 7.01 eV

```
! RIJCOSX wB97M-V def2-TZVPD def2/J DEFGRID3
* xyz -1 1
C -0.70 -1.53 0.56
C 1.07 0.77 -0.08
C -0.42 0.33 -0.22
O -1.86 -1.68 0.56
O 0.35 -1.96 0.81
Cl -0.82 0.02 -2.00
Br -1.73 1.56 0.44
H 1.40 -0.12 0.54
H 1.08 1.62 0.47
H 1.64 0.98 -1.09
*
```



Molecular weight, record by record: 294.8; 189.9; 189.9; 281.3; 281.3; 186.4 g mol⁻¹
Energy above the lowest of the compared OMol25 structures with the same formula, charge and spin, record by record: 88.9; 11.5; 35.7; 66.3; 92.9; 0.0 kcal per mole